[1]
{"formula": "C42H63F3O6", "method": "ωB97M-V/def2-TZVPD", "elements": ["F", "C", "C", "C", "C", "C", "C", "H", "H", "H", "H", "H", "F", "C", "C", "C", "C", "C", "C", "H", "H", "H", "H", "H", "F", "C", "C", "C", "C", "C", "C", "H", "H", "H", "H", "H", "C", "C", "C", "O", "C", "H", "H", "H", "H", "H", "H", "H", "H", "C", "C", "C", "O", "C", "H", "H", "H", "H", "H", "H", "H", "H", "C", "C", "C", "O", "C", "H", "H", "H", "H", "H", "H", "H", "H", "C", "C", "C", "O", "C", "H", "H", "H", "H", "H", "H", "H", "H", "C", "C", "C", "O", "C", "H", "H", "H", "H", "H", "H", "H", "H", "C", "C", "C", "O", "C", "H", "H", "H", "H", "H", "H", "H", "H"], "coordinates": [[-12.21, 4.33, -0.80], [-11.67, 3.06, -0.61], [-10.32, 2.98, -0.45], [-9.73, 1.79, -0.18], [-10.56, 0.63, -0.04], [-11.91, 0.70, 0.05], [-12.48, 1.91, -0.38], [-9.76, 3.89, -0.60], [-8.66, 1.67, -0.21], [-10.03, -0.25, 0.31], [-12.65, -0.07, 0.17], [-13.54, 1.95, -0.20], [-6.41, -8.35, -3.44], [-5.82, -7.16, -3.71], [-6.54, -5.96, -3.75], [-5.91, -4.83, -4.14], [-4.55, -4.80, -4.52], [-3.87, -6.01, -4.63], [-4.56, -7.22, -4.32], [-7.58, -5.98, -3.43], [-6.41, -3.88, -4.24], [-4.11, -3.94, -5.02], [-2.84, -5.95, -4.97], [-4.01, -8.14, -4.46], [-2.20, 2.46, -0.36], [-1.31, 1.53, -0.22], [-0.13, 1.97, 0.34], [0.81, 0.96, 0.59], [0.61, -0.37, 0.34], [-0.63, -0.77, -0.13], [-1.60, 0.18, -0.43], [0.10, 2.98, 0.62], [1.82, 1.16, 0.94], [1.47, -1.03, 0.36], [-0.79, -1.80, -0.39], [-2.56, -0.13, -0.80], [6.75, 8.67, 1.54], [5.67, 7.92, 2.26], [4.56, 7.85, 1.16], [4.67, 9.04, 0.38], [5.97, 9.66, 0.65], [7.29, 7.91, 0.96], [7.38, 9.27, 2.21], [5.14, 8.42, 3.07], [6.00, 6.91, 2.54], [3.54, 7.82, 1.53], [4.80, 6.96, 0.58], [5.91, 10.56, 1.25], [6.53, 9.90, -0.26], [4.53, -1.38, -6.48], [4.95, -2.66, -5.82], [4.48, -2.51, -4.35], [4.68, -1.18, -4.08], [4.33, -0.48, -5.23], [3.57, -1.50, -6.97], [5.29, -1.14, -7.22], [6.01, -2.90, -5.86], [4.41, -3.44, -6.37], [5.14, -3.04, -3.66], [3.48, -2.85, -4.10], [4.91, 0.44, -5.33], [3.31, -0.16, -5.02], [-3.09, -4.42, 4.28], [-2.71, -5.57, 3.33], [-3.93, -5.78, 2.43], [-4.35, -4.40, 2.34], [-4.20, -3.78, 3.57], [-2.24, -3.76, 4.49], [-3.36, -4.88, 5.22], [-2.48, -6.50, 3.86], [-1.77, -5.37, 2.82], [-4.78, -6.33, 2.82], [-3.64, -6.32, 1.53], [-5.06, -4.01, 4.19], [-4.14, -2.70, 3.42], [3.02, 2.84, 7.58], [2.47, 1.37, 7.47], [2.72, 0.90, 8.89], [3.83, 1.60, 9.39], [3.68, 2.95, 8.97], [2.34, 3.69, 7.58], [3.77, 3.17, 6.86], [3.05, 0.73, 6.81], [1.47, 1.43, 7.03], [2.94, -0.17, 8.91], [1.85, 0.85, 9.54], [4.60, 3.53, 8.89], [3.04, 3.38, 9.73], [4.76, -7.29, 1.98], [4.84, -6.41, 3.13], [4.39, -7.35, 4.19], [4.63, -8.65, 3.84], [4.95, -8.74, 2.49], [5.53, -6.94, 1.29], [3.84, -7.07, 1.45], [4.12, -5.61, 2.97], [5.87, -6.10, 3.28], [3.30, -7.34, 4.21], [4.97, -7.12, 5.08], [4.49, -9.54, 1.91], [6.00, -9.01, 2.46], [0.07, 7.14, -6.00], [0.58, 7.32, -7.43], [1.99, 6.77, -7.38], [1.83, 5.73, -6.49], [1.06, 6.13, -5.42], [-0.97, 6.81, -6.00], [0.06, 8.05, -5.41], [0.67, 8.40, -7.62], [0.06, 6.81, -8.23], [2.69, 7.57, -7.14], [2.40, 6.44, -8.33], [1.64, 6.56, -4.61], [0.48, 5.40, -4.85]], "smiles": "Fc1ccccc1.Fc1ccccc1.Fc1ccccc1.C1CCOC1.C1CCOC1.C1CCOC1.C1CCOC1.C1CCOC1.C1CCOC1", "lumo_energy_ev": 0.32, "total_energy_ha": -2388.900092, "homo_lumo_gap_ev": 9.61}



[2]
{"formula": "C42H63N3O2Re", "method": "ωB97M-V/def2-TZVPD", "elements": ["Re", "C", "N", "C", "C", "C", "N", "C", "C", "C", "C", "C", "C", "C", "O", "C", "C", "C", "C", "C", "C", "C", "C", "C", "C", "C", "C", "C", "C", "C", "O", "C", "C", "C", "C", "C", "C", "C", "C", "H", "H", "H", "H", "H", "H", "H", "H", "H", "H", "H", "H", "H", "H", "H", "H", "H", "H", "H", "H", "H", "H", "H", "H", "H", "H", "H", "H", "H", "H", "H", "H", "H", "H", "H", "H", "H", "H", "H", "H", "H", "H", "H", "H", "H", "H", "H", "H", "H", "H", "H", "H", "H", "H", "C", "C", "C", "C", "C", "C", "C", "C", "N", "H", "H", "H", "H", "H", "H", "H", "H", "H"], "coordinates": [[1.40, 0.34, -0.23], [3.88, 2.06, 1.72], [3.48, 0.69, 1.45], [4.63, -0.09, 1.01], [2.88, 0.05, 2.62], [1.49, 0.59, 3.02], [0.57, 0.85, 1.89], [-0.65, 0.03, 2.00], [-0.49, -1.48, 2.03], [-1.44, -2.21, 2.72], [-1.47, -3.60, 2.68], [-0.44, -4.24, 2.00], [0.55, -3.56, 1.31], [0.50, -2.14, 1.27], [1.37, -1.47, 0.56], [1.68, -4.30, 0.61], [1.53, -5.83, 0.68], [1.72, -3.93, -0.87], [3.00, -3.93, 1.29], [-2.63, -4.34, 3.31], [-2.65, -4.08, 4.82], [-3.93, -3.82, 2.67], [-2.57, -5.86, 3.09], [0.13, 2.26, 1.95], [-0.75, 2.72, 0.82], [-2.04, 3.17, 1.05], [-2.80, 3.71, 0.03], [-2.21, 3.80, -1.23], [-0.92, 3.39, -1.50], [-0.17, 2.78, -0.46], [1.04, 2.26, -0.63], [-0.30, 3.54, -2.89], [-1.12, 4.44, -3.82], [-0.21, 2.14, -3.51], [1.09, 4.17, -2.75], [-4.22, 4.20, 0.25], [-4.64, 4.14, 1.73], [-4.35, 5.65, -0.23], [-5.20, 3.32, -0.55], [4.59, 2.11, 2.57], [4.37, 2.47, 0.83], [3.02, 2.67, 1.94], [5.40, -0.15, 1.79], [4.31, -1.09, 0.73], [5.05, 0.38, 0.12], [2.79, -1.01, 2.40], [3.54, 0.16, 3.50], [1.04, -0.17, 3.68], [1.62, 1.50, 3.62], [-1.21, 0.33, 2.91], [-1.29, 0.29, 1.14], [-2.19, -1.67, 3.27], [-0.42, -5.31, 2.00], [0.61, -6.15, 0.20], [2.36, -6.28, 0.14], [1.55, -6.19, 1.70], [0.80, -4.25, -1.35], [1.84, -2.85, -1.01], [2.56, -4.42, -1.36], [2.97, -4.18, 2.35], [3.82, -4.49, 0.83], [3.20, -2.87, 1.18], [-2.73, -3.01, 5.04], [-3.50, -4.58, 5.29], [-1.74, -4.44, 5.28], [-4.08, -2.77, 2.88], [-3.87, -3.95, 1.59], [-4.79, -4.38, 3.04], [-1.69, -6.29, 3.55], [-3.45, -6.33, 3.52], [-2.56, -6.08, 2.02], [-0.38, 2.44, 2.91], [1.03, 2.89, 1.93], [-2.42, 3.08, 2.05], [-2.79, 4.21, -2.03], [-2.07, 3.97, -4.08], [-1.31, 5.41, -3.38], [-0.56, 4.59, -4.75], [-1.21, 1.73, -3.65], [0.30, 2.18, -4.47], [0.34, 1.47, -2.85], [1.03, 5.12, -2.23], [1.75, 3.51, -2.20], [1.52, 4.34, -3.74], [-3.99, 4.76, 2.34], [-5.66, 4.51, 1.84], [-4.62, 3.12, 2.10], [-3.62, 6.28, 0.28], [-4.18, 5.72, -1.30], [-5.34, 6.04, -0.02], [-5.16, 2.29, -0.21], [-6.22, 3.69, -0.42], [-4.96, 3.35, -1.61], [4.18, 1.12, -2.94], [3.25, 0.33, -3.82], [3.44, 0.21, -5.18], [2.56, -0.53, -5.95], [1.50, -1.19, -5.34], [1.27, -1.10, -3.99], [0.11, -1.80, -3.34], [2.15, -0.31, -3.18], [1.96, -0.14, -1.89], [5.08, 1.40, -3.48], [4.44, 0.51, -2.07], [3.67, 2.01, -2.57], [4.27, 0.71, -5.65], [2.70, -0.61, -7.02], [0.82, -1.78, -5.95], [-0.66, -2.04, -4.06], [-0.31, -1.17, -2.55], [0.45, -2.72, -2.87]], "e_above_lowest_kj_mol": 90.2, "lumo_energy_ev": [-0.23, 0.40], "total_energy_ha": -2031.236320, "homo_lumo_gap_ev": [6.93, 7.01], "spin_multiplicity": 2}



[3]
{"formula": "C42H64BN13O4", "method": "ωB97M-V/def2-TZVPD", "elements": ["C", "B", "O", "C", "C", "C", "C", "C", "C", "C", "C", "O", "C", "O", "O", "C", "C", "C", "C", "C", "C", "H", "H", "H", "H", "H", "H", "H", "H", "H", "H", "H", "H", "H", "H", "H", "H", "H", "H", "H", "H", "H", "H", "H", "H", "H", "C", "C", "N", "H", "H", "H", "C", "C", "N", "H", "H", "H", "C", "C", "N", "H", "H", "H", "C", "C", "N", "H", "H", "H", "C", "C", "N", "H", "H", "H", "C", "C", "N", "H", "H", "H", "C", "C", "N", "H", "H", "H", "C", "C", "N", "H", "H", "H", "C", "C", "N", "H", "H", "H", "C", "C", "N", "H", "H", "H", "C", "C", "N", "H", "H", "H", "C", "C", "N", "H", "H", "H", "C", "C", "N", "H", "H", "H"], "coordinates": [[1.92, -1.12, -4.44], [2.57, -1.95, -3.28], [3.97, -2.10, -3.31], [1.80, -2.69, -2.08], [0.55, -1.96, -1.53], [-0.61, -2.05, -2.52], [-1.17, -3.30, -2.74], [-2.21, -3.50, -3.62], [-2.68, -2.41, -4.32], [-2.16, -1.13, -4.11], [-1.12, -0.97, -3.21], [2.78, -3.05, -1.06], [2.69, -2.30, 0.06], [3.07, -1.16, 0.13], [2.14, -2.92, 1.13], [1.91, -4.32, 0.94], [1.39, -5.00, 2.23], [0.92, -6.41, 1.76], [0.17, -4.29, 2.87], [0.60, -3.05, 3.70], [-0.99, -3.99, 1.90], [2.64, -0.91, -5.24], [1.46, -0.17, -4.12], [1.12, -1.69, -4.92], [4.15, -3.02, -3.54], [1.43, -3.65, -2.50], [0.16, -2.42, -0.62], [0.74, -0.90, -1.30], [-0.76, -4.14, -2.17], [-2.62, -4.49, -3.76], [-3.48, -2.57, -5.04], [-2.55, -0.29, -4.67], [-0.69, 0.01, -3.03], [1.15, -4.50, 0.17], [2.82, -4.86, 0.66], [2.20, -5.14, 2.95], [0.27, -6.35, 0.88], [1.82, -6.96, 1.42], [0.41, -6.93, 2.58], [-0.23, -5.00, 3.62], [1.56, -3.32, 4.15], [-0.16, -2.83, 4.45], [0.77, -2.21, 3.02], [-1.52, -3.07, 2.18], [-0.70, -3.89, 0.85], [-1.74, -4.79, 1.95], [-0.59, 2.09, 0.28], [-1.43, 2.18, -0.91], [-2.10, 2.25, -1.85], [-0.95, 1.29, 0.93], [0.44, 1.88, -0.01], [-0.62, 3.03, 0.83], [-1.18, 6.09, -1.68], [-0.44, 6.95, -0.74], [0.13, 7.62, -0.01], [-2.23, 6.06, -1.41], [-1.08, 6.47, -2.69], [-0.79, 5.07, -1.64], [3.21, 3.23, -1.80], [2.11, 2.42, -2.33], [1.25, 1.78, -2.74], [3.07, 3.39, -0.74], [4.16, 2.72, -1.97], [3.23, 4.19, -2.31], [-5.51, 5.93, -0.52], [-4.79, 5.52, -1.73], [-4.23, 5.19, -2.68], [-5.61, 5.09, 0.15], [-4.95, 6.72, -0.02], [-6.49, 6.30, -0.78], [-0.61, -0.24, -8.01], [-0.41, -1.46, -7.22], [-0.25, -2.40, -6.59], [-1.38, 0.37, -7.56], [0.32, 0.33, -8.05], [-0.91, -0.51, -9.02], [5.23, -7.16, 2.66], [4.11, -7.99, 2.22], [3.23, -8.64, 1.88], [5.11, -6.90, 3.71], [6.17, -7.70, 2.53], [5.27, -6.24, 2.08], [-6.14, 6.04, 3.79], [-6.98, 6.11, 2.60], [-7.65, 6.16, 1.66], [-6.48, 5.24, 4.45], [-5.10, 5.85, 3.50], [-6.18, 6.99, 4.32], [-9.67, 4.62, 6.23], [-8.36, 4.14, 5.79], [-7.33, 3.77, 5.44], [-10.29, 3.77, 6.52], [-9.55, 5.29, 7.08], [-10.16, 5.16, 5.42], [5.01, 6.92, -2.98], [5.14, 5.53, -3.40], [5.25, 4.43, -3.74], [4.05, 7.07, -2.49], [5.81, 7.17, -2.28], [5.08, 7.57, -3.85], [-3.21, 7.34, 6.46], [-4.67, 7.30, 6.57], [-5.81, 7.28, 6.66], [-2.92, 7.68, 5.47], [-2.80, 8.02, 7.20], [-2.80, 6.34, 6.63], [4.05, -12.09, 2.03], [4.25, -13.22, 2.94], [4.40, -14.11, 3.66], [3.25, -11.46, 2.39], [4.97, -11.51, 1.97], [3.80, -12.46, 1.04], [1.21, -2.53, 7.73], [0.08, -3.37, 7.30], [-0.80, -4.02, 6.96], [1.09, -2.26, 8.78], [2.14, -3.07, 7.61], [1.24, -1.62, 7.13], [5.04, 5.50, -7.87], [5.77, 6.38, -6.94], [6.35, 7.05, -6.22], [3.99, 5.48, -7.60], [5.14, 5.88, -8.88], [5.45, 4.49, -7.81]], "lumo_energy_ev": 0.17, "total_energy_ha": -2676.326206, "homo_lumo_gap_ev": 8.80}



[4]
{"formula": "C42H65Cl3GeO2P2PtSe2Si", "method": "ωB97M-V/def2-TZVPD", "elements": ["Pt", "C", "Si", "C", "C", "C", "C", "C", "C", "P", "C", "C", "C", "C", "C", "C", "C", "C", "C", "C", "C", "C", "C", "C", "C", "C", "C", "C", "P", "C", "C", "C", "C", "C", "C", "C", "C", "C", "C", "C", "C", "H", "H", "H", "H", "H", "H", "H", "H", "H", "H", "H", "H", "H", "H", "H", "H", "H", "H", "H", "H", "H", "H", "H", "H", "H", "H", "H", "H", "H", "H", "H", "H", "H", "H", "H", "H", "H", "H", "H", "H", "H", "H", "H", "H", "H", "H", "H", "H", "H", "H", "H", "H", "H", "H", "H", "O", "C", "C", "C", "O", "C", "Se", "C", "Se", "H", "H", "H", "H", "H", "H", "H", "H", "H", "H", "Cl", "Ge", "Cl", "Cl"], "coordinates": [[0.36, -1.00, -0.52], [-1.68, -4.05, 0.45], [-0.62, -2.59, 0.98], [0.83, -3.32, 1.96], [0.70, -4.53, 2.64], [1.76, -5.09, 3.33], [2.99, -4.44, 3.34], [3.14, -3.24, 2.67], [2.07, -2.67, 1.99], [2.19, -1.03, 1.19], [4.02, -0.86, 0.83], [4.33, -0.16, -0.50], [4.38, 1.36, -0.40], [5.35, 1.81, 0.69], [4.95, 1.20, 2.03], [4.91, -0.32, 1.96], [1.48, 0.05, 2.51], [1.22, 1.50, 2.06], [0.98, 2.42, 3.26], [0.22, 1.67, 4.36], [1.08, 0.52, 4.93], [2.11, 0.00, 3.91], [-1.68, -1.58, 2.18], [-1.93, -2.05, 3.46], [-2.70, -1.33, 4.36], [-3.22, -0.11, 3.99], [-2.98, 0.39, 2.71], [-2.22, -0.34, 1.80], [-1.85, 0.27, 0.12], [-2.32, 2.08, 0.20], [-3.80, 2.48, 0.27], [-3.89, 3.90, 0.84], [-2.77, 4.81, 0.32], [-2.27, 4.31, -1.04], [-1.64, 2.91, -0.90], [-2.94, -0.67, -1.03], [-2.66, -0.30, -2.51], [-3.81, 0.49, -3.12], [-5.10, -0.34, -3.13], [-5.19, -1.28, -1.91], [-4.44, -0.69, -0.72], [-2.12, -4.51, 1.35], [-1.09, -4.81, -0.06], [-2.51, -3.77, -0.20], [-0.24, -5.07, 2.61], [1.64, -6.03, 3.85], [3.83, -4.87, 3.87], [4.11, -2.75, 2.70], [4.25, -1.92, 0.68], [3.60, -0.48, -1.26], [5.31, -0.52, -0.83], [3.38, 1.75, -0.17], [4.68, 1.79, -1.36], [5.38, 2.89, 0.76], [6.36, 1.48, 0.43], [3.96, 1.59, 2.30], [5.64, 1.51, 2.82], [4.62, -0.74, 2.92], [5.92, -0.68, 1.76], [0.50, -0.44, 2.61], [0.34, 1.51, 1.41], [2.05, 1.88, 1.46], [0.42, 3.30, 2.94], [1.93, 2.78, 3.66], [-0.70, 1.27, 3.93], [-0.07, 2.35, 5.16], [0.43, -0.30, 5.23], [1.61, 0.86, 5.82], [2.39, -1.02, 4.17], [3.01, 0.62, 3.94], [-1.49, -3.00, 3.78], [-2.87, -1.72, 5.36], [-3.82, 0.47, 4.68], [-3.38, 1.36, 2.46], [-1.86, 2.36, 1.16], [-4.41, 1.80, 0.86], [-4.21, 2.46, -0.74], [-3.85, 3.85, 1.93], [-4.87, 4.32, 0.59], [-1.93, 4.82, 1.02], [-3.12, 5.84, 0.24], [-1.54, 5.00, -1.45], [-3.11, 4.28, -1.74], [-0.58, 3.02, -0.67], [-1.71, 2.39, -1.86], [-2.58, -1.69, -0.87], [-2.54, -1.22, -3.09], [-1.72, 0.24, -2.60], [-3.55, 0.80, -4.13], [-3.96, 1.41, -2.55], [-5.15, -0.93, -4.04], [-5.96, 0.33, -3.14], [-4.75, -2.25, -2.15], [-6.23, -1.46, -1.65], [-4.62, -1.28, 0.19], [-4.83, 0.31, -0.53], [2.78, 1.94, -6.04], [2.84, 0.54, -5.79], [1.95, 0.20, -4.57], [0.47, 0.15, -4.98], [-0.02, 1.29, -5.64], [2.39, -1.19, -4.12], [1.34, -2.01, -2.67], [2.24, 1.24, -3.49], [1.17, 1.21, -1.86], [3.06, 2.11, -6.94], [3.87, 0.24, -5.58], [2.48, -0.03, -6.64], [-0.13, -0.08, -4.08], [0.33, -0.68, -5.67], [0.21, 2.09, -5.16], [3.43, -1.19, -3.79], [2.29, -1.90, -4.94], [2.11, 2.25, -3.89], [3.27, 1.17, -3.16], [-0.89, -3.37, -5.32], [-1.20, -3.67, -3.19], [-3.31, -4.22, -3.02], [-0.07, -5.45, -2.64]], "total_charge": 1, "e_above_lowest_kj_mol": 15.4, "lumo_energy_ev": [-1.76, -5.36], "total_energy_ha": -11141.638659, "homo_lumo_gap_ev": [6.82, 5.89], "spin_multiplicity": 6}